#i
{
  "formula": "C4H7FS",
  "method": "wB97M-V/def2-TZVPD",
  "e_lumo_ev": -0.109,
  "total_charge": 0,
  "smiles": "CC(=S)[C@@H](C)F",
  "homo_energy_ev": -8.628,
  "homo_lumo_gap_ev": 8.5,
  "spin_multiplicity": 1,
  "symbols": ["C", "C", "C", "C", "H", "H", "H", "H", "H", "H", "H", "F", "S"],
  "coordinates": [[1.4379, -0.2118, 0.5799], [0.4409, -0.7663, -0.3998], [-0.9657, -0.3637, -0.1769], [-1.2077, 1.1088, -0.2441], [1.4242, 0.9010, 0.7057], [2.4478, -0.5416, 0.3833], [1.1418, -0.6390, 1.5185], [0.6299, -0.4970, -1.4558], [-0.8686, 1.4498, 0.7039], [-0.6140, 1.5748, -1.0730], [-2.2377, 1.4809, -0.4278], [0.5633, -2.1321, -0.3556], [-2.1921, -1.3637, 0.2416]],
  "mulliken_charge": [-1.222, 0.520, 0.146, -1.116, 0.332, 0.334, 0.365, 0.201, 0.310, 0.294, 0.351, -0.307, -0.207]
}


#ii
{
  "formula": "C4H7FS",
  "method": "wB97M-V/def2-TZVPD",
  "e_lumo_ev": 1.058,
  "total_charge": 0,
  "smiles": "CSC/C=C\\F",
  "homo_energy_ev": -8.582,
  "homo_lumo_gap_ev": 9.6,
  "spin_multiplicity": 1,
  "symbols": ["C", "C", "C", "C", "H", "H", "H", "H", "H", "H", "H", "F", "S"],
  "coordinates": [[-2.4030, 0.5331, -0.0657], [0.1700, -0.0836, 0.2919], [1.3647, -0.9003, 0.0770], [2.4924, -0.3611, -0.3838], [-2.6616, 0.2650, 0.9224], [-2.0866, 1.5646, 0.0683], [-3.2668, 0.4944, -0.7208], [-0.2454, -0.2872, 1.3104], [0.3959, 0.9550, 0.2391], [1.3546, -1.9570, 0.2463], [3.4735, -0.7602, -0.5499], [2.5168, 0.9884, -0.5752], [-1.1047, -0.4511, -0.8601]],
  "mulliken_charge": [-0.897, -0.347, -0.565, -0.089, 0.326, 0.293, 0.302, 0.288, 0.300, 0.337, 0.380, -0.252, -0.077]
}


#iii
{
  "formula": "C4H7FS",
  "method": "wB97M-V/def2-TZVPD",
  "e_lumo_ev": 0.476,
  "total_charge": 0,
  "smiles": "C[C@]1(S)C[C@H]1F",
  "homo_energy_ev": -8.975,
  "homo_lumo_gap_ev": 9.5,
  "spin_multiplicity": 1,
  "symbols": ["C", "C", "C", "C", "H", "H", "H", "H", "H", "H", "H", "F", "S"],
  "coordinates": [[-1.2404, -1.5489, -0.2243], [-0.3051, -0.3483, 0.1425], [-0.6696, 0.5635, 1.2715], [-0.6737, 1.0770, -0.2010], [-1.0278, -2.2650, 0.5172], [-2.2909, -1.2714, 0.0262], [-1.3362, -1.8661, -1.2953], [1.5348, 0.1016, -1.4301], [0.2267, 0.9306, 1.8445], [-1.4477, 0.3270, 1.9127], [-1.7349, 1.1039, -0.5541], [0.1878, 2.0219, -0.6631], [1.3574, -0.8573, -0.0616]],
  "mulliken_charge": [-1.245, 0.499, -0.846, 0.081, 0.382, 0.312, 0.306, 0.161, 0.274, 0.301, 0.320, -0.267, -0.280]
}


Top of the stability list: #i, leading by 28.1 kJ/mol.